No. 1
Molecular formula: C17H16N7O4RuS5
Method: DFT, ωB97M-V with the def2-TZVPD basis set

The geometry in XYZ format:
```
50
Properties=species:S:1:pos:R:3:forces:R:3
Ru -0.5244 0.9914 0.5597 -0.4 -0.4 -0.4
O -2.5584 -3.6358 3.7933 -0.2 -0.2 0.0
C -1.9779 -2.7643 4.5892 0.1 0.1 0.2
O -2.1245 -2.7660 5.7860 0.1 -0.1 0.0
C -1.0856 -1.7513 3.9505 -0.1 0.1 -0.2
C -0.1710 -0.9854 4.6394 -0.1 -0.1 0.0
N 0.3987 -0.1550 3.7533 0.0 0.0 0.1
N -0.0966 -0.3226 2.5224 -0.2 0.1 -0.3
C -1.0050 -1.2827 2.6217 0.1 -0.2 0.1
C -1.7534 -1.6861 1.3765 0.0 -0.2 0.4
O -2.2203 -2.8201 1.3174 -0.1 0.2 0.0
O -1.8315 -0.7868 0.4755 0.6 0.7 -0.2
H -2.4027 -3.4472 2.8272 0.1 0.1 0.0
H 0.0945 -1.0091 5.6826 0.0 0.1 0.0
H 1.1171 0.5258 3.9234 0.1 0.0 0.0
S -0.8326 0.2865 -3.7603 0.0 0.0 0.1
C -0.9787 1.0321 -2.3683 0.0 0.2 -0.2
N -1.0727 1.6392 -1.3442 0.1 -0.3 0.5
C 2.4584 4.3919 -0.2758 0.0 0.0 -0.1
N 2.1930 2.9966 0.0188 -0.1 0.0 -0.1
C 2.2451 1.9936 -0.8625 0.2 0.1 0.0
S 1.8407 0.3888 -0.3767 -0.3 0.2 0.5
N 2.6813 2.2646 -2.0836 -0.1 0.0 -0.1
C 2.8201 1.3088 -3.1725 0.0 0.0 -0.2
H 2.3455 4.9575 0.6445 0.0 0.0 0.0
H 1.7526 4.7870 -1.0090 0.0 0.0 0.0
H 3.4790 4.5248 -0.6416 0.0 0.0 0.0
H 1.8175 2.7663 0.9198 -0.1 0.0 0.2
H 2.8745 3.2284 -2.3093 0.0 0.0 0.0
H 2.5601 0.3174 -2.8181 0.0 0.0 0.0
H 3.8493 1.3054 -3.5301 0.0 0.0 0.0
H 2.1530 1.5717 -3.9924 0.0 0.0 0.1
S -3.4379 6.2560 -1.7985 0.1 0.0 0.0
C -3.0178 5.2064 -0.6023 -0.1 0.1 -0.3
S -1.3713 4.8377 -0.1650 -0.3 -0.4 0.5
C -1.9572 3.6604 1.0322 -0.1 1.3 -0.8
N -3.2367 3.6126 1.0770 -0.1 -0.5 0.4
N -3.8316 4.4521 0.1938 0.3 0.2 -0.1
C -5.2613 4.4124 0.1394 -0.2 -0.2 0.1
C -6.0144 5.5758 0.1136 0.0 0.0 0.0
C -7.3969 5.4801 0.0811 0.0 0.0 0.0
C -8.0203 4.2414 0.0837 0.0 0.0 0.0
C -7.2559 3.0852 0.1416 0.0 0.0 0.0
C -5.8741 3.1666 0.1741 0.1 0.1 -0.1
S -0.9128 2.8433 2.1352 0.5 -0.7 -0.1
H -5.5372 6.5433 0.1320 0.1 0.0 -0.1
H -7.9890 6.3855 0.0678 0.0 0.0 0.0
H -9.0998 4.1739 0.0546 0.0 0.0 0.0
H -7.7267 2.1116 0.1687 0.0 0.0 0.0
H -5.2628 2.2767 0.2297 0.0 0.0 0.0
```
Forces are in eV/Å.

Values from the calculation:
Kohn-Sham gap (alpha / beta) in eV: 7.8 / 5.7
Spin multiplicity: 6
Relative energy (zero: lowest compared OMol25 entry of this formula, charge and spin) in kcal/mol: 24.3


No. 2
Molecular formula: C3H4ClNS
Method: DFT, ωB97M-V with the def2-TZVPD basis set

The geometry in XYZ format:
```
10
Properties=species:S:1:pos:R:3:forces:R:3
C -0.4262 1.2012 0.2424 0.5 -0.5 -0.3
C 1.7193 -0.8140 -0.0227 1.3 2.2 -2.1
C -2.4635 0.1501 -0.6637 -1.1 -0.3 -1.2
N -1.3832 0.4318 -0.1402 2.5 2.0 1.6
S 1.3433 0.9218 0.2102 -0.8 0.2 0.7
Cl -3.6440 -0.7039 0.2703 0.1 -0.1 0.3
H -0.4868 2.2742 0.5791 -0.9 -1.2 -0.5
H 1.4844 -1.5317 0.6528 0.0 -1.5 3.3
H 2.7847 -0.7705 -0.3653 -1.0 -0.5 0.4
H 1.0720 -1.1590 -0.7629 -0.6 -0.3 -2.3
```
Forces are in eV/Å.

Values from the calculation:
Kohn-Sham gap in eV: 8.2
Relative energy (zero: lowest compared OMol25 entry of this formula, charge and spin) in kcal/mol: 64.0


No. 3
Molecular formula: C14H16N2O4S
Method: DFT, ωB97M-V with the def2-TZVPD basis set

The geometry in XYZ format:
```
37
Properties=species:S:1:pos:R:3:forces:R:3
C 1.8779 7.3560 1.4637 0.0 -0.2 0.1
C 2.2634 5.9602 1.9350 -0.2 0.4 -0.2
C 1.3432 4.9034 1.3434 0.5 0.0 0.4
O 0.4289 5.1514 0.5972 -0.2 0.1 -0.2
N 1.6824 3.6389 1.7590 0.3 -0.1 0.2
C 1.0928 2.4199 1.4326 -0.2 -0.3 -0.2
C 1.6644 1.2590 1.9615 -0.1 0.0 -0.1
C 1.1283 0.0216 1.6670 0.0 0.0 0.1
C 0.0175 -0.0595 0.8494 -0.4 -0.5 0.0
C -0.5637 1.0786 0.3261 0.0 -0.1 0.1
C -0.0323 2.3220 0.6131 0.0 0.1 -0.1
H -0.4766 3.2171 0.2117 0.0 0.0 0.0
H -1.4408 0.9787 -0.2923 -0.1 0.1 -0.1
S -0.6341 -1.6608 0.4151 0.7 0.0 -0.2
O -2.0214 -1.5284 0.0773 0.1 0.3 -0.3
O -0.2381 -2.6172 1.4087 0.3 0.2 -0.1
N 0.2608 -1.9704 -0.9772 -0.3 0.1 0.8
H 0.8844 -2.7477 -0.8190 0.1 -0.1 0.2
C -0.4594 -2.0612 -2.2375 -0.1 -0.2 -0.3
C -1.0736 -3.4040 -2.4549 -0.8 0.3 0.3
C -2.2264 -3.9555 -1.9795 0.5 0.4 -0.2
C -2.2551 -5.2868 -2.4623 0.4 -0.2 -0.3
C -1.1177 -5.4456 -3.1899 -0.6 -0.5 0.2
O -0.3913 -4.3144 -3.1895 0.4 0.3 -0.1
H -0.7242 -6.2789 -3.7376 0.1 -0.1 -0.1
H -3.0174 -6.0183 -2.2899 -0.1 -0.2 0.0
H -2.9461 -3.4652 -1.3578 -0.1 0.1 0.1
H -1.2398 -1.3012 -2.1952 0.0 -0.1 -0.3
H 0.2388 -1.8361 -3.0492 -0.1 0.1 0.1
H 1.5462 -0.8866 2.0701 0.1 -0.1 0.1
H 2.5304 1.3337 2.6041 0.1 0.0 0.1
H 2.4765 3.5660 2.3808 -0.1 0.1 -0.1
H 3.2905 5.7321 1.6379 0.0 -0.1 0.1
H 2.2060 5.9004 3.0250 0.1 -0.1 0.0
H 1.9306 7.4122 0.3799 0.0 0.1 -0.1
H 0.8580 7.5828 1.7619 -0.1 0.1 0.0
H 2.5455 8.1001 1.8901 0.0 0.1 0.0
```
Forces are in eV/Å.

Values from the calculation:
Kohn-Sham gap in eV: 9.0
SMILES: CCC(=O)Nc1ccc(S(=O)(=O)NCc2ccco2)cc1
Relative energy (zero: lowest compared OMol25 entry of this formula, charge and spin) in kcal/mol: 40.0


No. 4
Molecular formula: C10H24O8V
Method: DFT, ωB97M-V with the def2-TZVPD basis set

The geometry in XYZ format:
```
43
Properties=species:S:1:pos:R:3:forces:R:3
O -29.8376 15.3069 -24.8200 -0.3 0.3 3.4
V -30.3059 15.3303 -23.2179 -0.2 -0.4 -2.7
O -31.6894 14.5130 -23.2490 1.4 1.1 0.8
C -28.4312 17.2034 -20.5626 -1.5 -1.7 -0.3
O -27.6846 17.4656 -19.6857 4.0 2.1 3.8
O -28.3158 17.4026 -21.7641 1.1 1.5 -5.7
O -29.4514 16.5302 -20.3305 -4.6 -3.1 0.7
C -29.8291 10.6331 -20.9300 0.8 -0.3 -0.3
C -28.6077 11.6327 -21.0740 -2.6 -1.9 1.1
C -27.3517 10.8681 -21.0915 2.5 -0.3 1.1
O -28.7300 12.3479 -22.2356 -0.3 1.6 -1.4
H -29.9093 10.0368 -21.8388 -0.3 0.3 -0.3
H -30.7736 11.1179 -20.6830 0.1 0.1 -0.3
H -29.6384 9.8612 -20.1844 0.1 0.3 0.5
H -28.7778 12.2812 -20.2145 0.9 0.4 0.0
H -27.0566 10.3733 -22.0168 -0.9 -0.4 -0.3
H -27.2702 10.1632 -20.2642 -0.2 -0.2 -0.1
H -26.4653 11.4919 -20.9761 -0.1 0.6 0.3
H -28.1306 11.9663 -22.8812 -0.1 0.2 -0.2
C -30.6569 13.7970 -31.6639 0.8 -1.5 0.2
C -29.4488 13.8267 -30.6581 -2.0 2.5 0.4
C -29.0460 15.2762 -30.3316 1.9 -0.2 0.1
O -29.8092 13.2655 -29.3867 0.6 -1.3 -0.8
H -30.4655 13.0140 -32.3977 0.1 0.0 -0.3
H -30.8712 14.7085 -32.2219 0.1 0.1 0.4
H -31.5248 13.3895 -31.1455 -0.2 0.5 0.1
H -28.5536 13.3354 -31.0393 -0.4 -0.4 0.1
H -29.6591 15.7817 -29.5856 -0.2 -0.2 -0.1
H -28.7761 15.9897 -31.1101 -0.7 -0.2 -0.7
H -28.0476 15.1187 -29.9235 0.0 0.3 0.8
H -30.2938 13.8741 -28.8241 0.0 0.3 -0.3
C -34.3473 18.5911 -25.0519 -2.3 -0.5 1.1
C -33.0547 18.0441 -25.4884 0.2 1.5 -1.6
C -32.5651 18.9075 -26.6582 -0.3 -0.8 -0.9
O -32.1763 18.2043 -24.4311 1.3 -1.2 1.2
H -34.7961 17.9574 -24.2869 0.1 -0.4 0.1
H -35.0979 18.5949 -25.8423 0.0 0.5 -0.1
H -34.2455 19.5268 -24.5023 0.1 0.4 -0.6
H -33.1736 17.0129 -25.8211 0.5 -0.2 0.4
H -33.3004 18.9996 -27.4576 -0.6 0.2 0.3
H -31.7799 18.4348 -27.2482 0.8 0.3 0.7
H -32.3584 19.9021 -26.2631 0.4 0.1 -0.3
H -31.8242 19.0972 -24.4134 0.0 0.0 -0.1
```
Forces are in eV/Å.

Values from the calculation:
Kohn-Sham gap in eV: 4.0
Net charge: -1
Relative energy (zero: lowest compared OMol25 entry of this formula, charge and spin) in kcal/mol: 186.6


No. 5
Molecular formula: C16H14BrCl2O5P
Method: DFT, ωB97M-V with the def2-TZVPD basis set

The geometry in XYZ format:
```
39
Properties=species:S:1:pos:R:3:forces:R:3
C 3.7629 -3.0662 0.2111 -0.4 0.4 -0.2
C 2.3993 -3.0280 -0.5135 0.3 0.5 -0.1
C 1.8185 -1.6348 -0.4679 -0.2 0.1 0.2
C 2.4942 -0.6160 -1.1539 -0.7 0.1 0.4
C 1.9933 0.6748 -1.1704 0.0 -0.3 -0.1
C 0.8064 1.0282 -0.5146 0.2 -0.3 0.0
C 0.3118 2.4511 -0.6031 0.2 0.0 -0.1
P 1.3906 3.5163 0.4044 0.5 -1.5 0.6
O 2.0688 2.7564 1.4664 -0.1 0.1 0.1
O 2.4625 4.1404 -0.6093 -0.4 0.3 -0.3
O 0.5224 4.7225 0.9248 -0.1 0.4 -0.3
C 0.1284 0.0179 0.1683 0.6 0.0 -0.3
C 0.6312 -1.2989 0.1923 0.3 0.4 -0.3
C -0.1759 -2.2990 0.9377 -0.1 0.7 -0.3
O 0.2843 -3.2033 1.5680 0.4 -0.8 0.4
C -1.6506 -2.0725 0.8621 -0.4 -0.2 -0.1
Br -2.6734 -3.6485 0.8054 0.0 0.2 0.0
C -2.1464 -0.8375 0.8299 -0.1 -0.4 0.0
C -3.5692 -0.4822 0.7502 0.2 0.2 -0.2
Cl -4.6161 -1.0338 2.0048 0.0 0.0 0.2
C -4.0488 0.2580 -0.2451 -0.3 -0.2 0.1
C -5.4542 0.6930 -0.4377 0.2 0.5 -0.1
Cl -2.9858 0.7697 -1.5113 0.2 0.0 -0.1
C -1.1486 0.2792 0.8794 0.3 -0.6 -0.2
O -1.3828 1.2873 1.4802 -0.3 0.9 0.3
H 4.5504 -2.8313 -0.4985 0.2 -0.1 0.0
H 3.7923 -2.2773 0.9569 0.0 -0.1 0.3
H 3.9626 -4.0226 0.6767 0.1 -0.2 0.0
H 2.5622 -3.2347 -1.5700 0.0 -0.3 -0.1
H 1.7069 -3.7535 -0.1194 -0.1 -0.2 0.1
H 3.4078 -0.8752 -1.6659 0.1 0.1 -0.2
H 2.5316 1.4200 -1.7416 0.0 0.1 0.0
H -0.7112 2.5049 -0.2605 -0.2 0.3 0.1
H 0.3661 2.7672 -1.6422 -0.1 0.2 -0.1
H 3.1587 3.4801 -0.7087 0.3 0.1 0.0
H 0.8261 4.9413 1.8164 -0.1 0.1 0.1
H -5.4493 1.7644 -0.6318 -0.1 0.1 0.0
H -6.0469 0.5203 0.4487 -0.2 -0.2 0.0
H -5.8801 0.2220 -1.3186 -0.2 -0.2 0.0
```
Forces are in eV/Å.

Values from the calculation:
Kohn-Sham gap in eV: 8.3
SMILES: CCc1ccc(CP(=O)(O)O)c2c1C(=O)C(Br)=C(/C(Cl)=C(/C)Cl)C2=O


No. 6
Molecular formula: CH4Cl2OSi
Method: DFT, ωB97M-V with the def2-TZVPD basis set

The geometry in XYZ format:
```
9
Properties=species:S:1:pos:R:3:forces:R:3
C -1.3553 -0.0063 0.0206 2.5 2.0 3.7
O 1.5016 1.1018 0.1311 -2.1 1.7 -0.2
Si 0.5793 -0.1627 -0.2536 -3.7 1.1 -1.5
Cl 1.0207 -0.3381 -2.1782 0.4 -0.1 -3.4
Cl 1.1520 -1.7171 1.0100 1.4 -3.4 3.5
H -1.4714 -0.0473 1.2071 0.2 0.1 -2.2
H -1.6843 0.9926 -0.2384 -0.3 0.2 -0.2
H -1.9965 -0.7476 -0.3216 -0.8 -1.4 -1.1
H 2.2540 0.9247 0.6231 2.3 -0.3 1.4
```
Forces are in eV/Å.

Values from the calculation:
Kohn-Sham gap (alpha / beta) in eV: 4.5 / 5.0
Spin multiplicity: 3
Relative energy (zero: lowest compared OMol25 entry of this formula, charge and spin) in kcal/mol: 45.0


- Number 5 is which compound?
  C16H14BrCl2O5P